[1]
A structure of composition C36H58LiN3O2PSSi3 at a distorted geometry, computed with the ωB97M-V functional and the def2-TZVPD basis.

```
105
Properties=species:S:1:pos:R:3:forces:R:3:lowdin_charge:R:1
Li 1.5978 -2.1178 -0.5522 -0.362 0.444 -0.272 0.532
C 3.8370 -3.8407 -1.3795 0.208 1.319 -1.884 -0.093
O 2.7974 -2.9092 -1.7659 1.726 -1.046 1.312 -0.415
Si 1.8771 -2.9806 -3.1512 -3.325 1.311 -0.953 0.225
C 1.0394 -4.6552 -3.3957 -0.792 0.615 -0.559 -0.176
C 2.8814 -2.8693 -4.7251 0.864 1.023 0.571 -0.172
C 0.6997 -1.6342 -2.7527 -0.395 0.979 0.454 -0.460
Si -1.1689 -1.8320 -2.4940 0.664 0.696 -0.923 0.418
C -1.9494 -0.8000 -1.0410 0.009 0.902 0.572 -0.205
C -2.0749 -1.3416 -4.1746 -0.590 -0.853 0.997 -0.208
C -1.8513 -3.5756 -2.0705 -0.388 0.694 0.398 -0.214
Si 1.3342 0.2332 -2.9219 -1.507 -2.858 1.254 0.416
C 2.1625 0.5653 -4.5436 -0.803 0.540 -0.493 -0.189
C 2.5697 0.4523 -1.5211 1.683 -0.045 -0.002 -0.198
C -0.0035 1.5170 -2.6202 -1.406 -1.165 0.114 -0.178
H 4.6655 -3.2579 -0.9586 -0.209 -0.274 0.176 0.089
H 4.2161 -4.3166 -2.3080 -0.106 -0.141 0.683 0.089
H 3.4198 -4.5389 -0.6961 -0.053 -0.777 0.614 0.066
H 0.3826 -4.9449 -2.5654 0.399 -0.197 -0.188 0.007
H 1.8469 -5.3564 -3.5950 -0.255 -0.565 -0.040 0.012
H 0.3574 -4.5469 -4.3135 1.120 -0.220 1.147 0.068
H 3.4462 -3.7861 -4.8432 0.268 -0.216 -0.314 0.014
H 3.5881 -2.0188 -4.6264 -0.164 -0.456 -0.224 0.031
H 2.2713 -2.6709 -5.6101 -0.080 -0.198 0.221 0.039
H -2.4584 -1.4938 -0.3611 0.185 -0.209 -0.006 -0.011
H -2.7993 -0.0802 -1.2830 1.308 -0.604 -0.066 0.036
H -1.1874 -0.2674 -0.3768 -0.918 -0.421 -0.990 0.032
H -1.7718 -0.3346 -4.4952 -0.323 -0.247 0.099 0.000
H -3.2029 -1.4574 -4.0638 1.266 0.417 -0.292 0.031
H -1.7319 -2.0660 -4.9375 -0.138 0.304 0.238 0.007
H -1.3450 -4.1191 -1.2747 0.359 -0.078 -0.055 0.009
H -2.0065 -4.2067 -2.9271 0.195 -0.431 -0.426 0.009
H -2.8495 -3.3954 -1.6494 -0.007 0.091 -0.165 0.018
H 3.2162 0.4582 -4.5622 1.195 -0.009 0.184 0.007
H 1.9011 1.5821 -4.8599 0.182 -0.066 -0.067 0.030
H 1.7875 -0.1186 -5.2905 -0.307 -0.189 -0.290 0.018
H 2.2167 0.8483 -0.5748 -0.515 -0.033 0.191 0.013
H 3.3848 1.1469 -1.8059 -0.198 -0.167 0.030 0.031
H 3.0991 -0.5127 -1.3095 -0.333 0.658 -0.206 0.011
H -1.0707 1.2816 -2.9225 1.274 0.002 0.348 0.041
H 0.2684 2.3618 -3.1930 0.304 1.335 -0.468 0.001
H -0.0133 1.7644 -1.5561 -0.093 0.140 -0.080 0.024
N 0.6481 0.8849 2.4989 0.350 0.917 0.322 0.100
C 0.8518 2.2202 2.7479 0.938 -0.348 0.028 -0.251
C 1.9183 2.7067 3.5890 -1.641 1.322 -0.626 -0.009
C 2.0378 4.0691 3.8186 -0.236 -0.275 -0.561 -0.070
C 1.3867 5.0462 2.9761 -0.505 -2.250 -0.156 -0.041
C 0.5061 4.5179 2.0308 1.024 0.654 0.641 -0.035
N 0.1178 3.1996 2.1082 1.972 -0.288 0.980 -0.002
C 0.1759 0.0467 3.4427 -2.327 1.251 1.114 -0.377
C -0.6484 0.4936 4.5390 1.486 -0.317 -1.356 -0.076
C -1.4847 -0.4592 5.1860 0.077 -1.789 0.316 -0.152
C -1.7237 -1.6761 4.6041 -0.262 0.216 1.034 -0.092
C -1.1020 -2.0149 3.2681 -0.603 1.551 0.183 -0.356
N 0.2185 -1.3589 3.2065 2.040 -0.215 -0.001 -0.199
H -1.5728 1.9659 1.9669 0.464 -0.402 -0.189 0.114
H 2.5215 2.0265 4.1382 0.174 -0.594 0.334 0.088
H 2.6824 4.3031 4.6581 0.136 0.605 -0.248 0.093
H 1.4939 6.1084 3.1106 0.287 0.074 -0.227 0.089
H -0.0083 5.0617 1.2097 0.174 -0.309 1.123 0.124
H -0.6485 1.5584 4.7997 -0.149 -0.475 -0.253 0.089
H -1.8305 -0.3345 6.2263 -0.102 0.323 -0.672 0.094
H -2.3231 -2.4688 5.1020 0.497 0.660 -0.259 0.096
H -1.6766 -1.4594 2.4938 -0.169 -0.776 -0.103 0.151
C 3.0564 -4.5483 3.0462 -0.412 -0.833 -0.950 -0.183
C 2.1775 -3.4972 3.7301 -1.007 -0.223 1.320 -0.416
P 1.6791 -2.1277 2.5728 0.085 0.706 -0.277 0.983
C -1.0452 -3.5040 3.0715 1.121 -1.193 -1.101 -0.267
C -2.2274 -4.2357 2.4655 -2.234 -0.104 0.284 -0.105
C 3.0089 -0.8868 3.0107 -0.082 1.079 -0.331 -0.407
C 4.5153 -1.2568 3.1441 -0.258 0.473 0.153 -0.133
H 3.9404 -4.8646 3.6174 -0.294 0.289 -0.045 0.065
H 3.3955 -4.1437 2.0729 0.113 -0.319 0.334 0.029
H 2.4808 -5.4925 2.7986 0.546 1.062 0.277 0.082
H 2.6572 -3.1056 4.6562 -0.315 -0.045 -0.647 0.089
H 1.2032 -3.9368 4.0565 1.002 0.221 -0.088 0.051
H -0.8310 -4.0000 4.0288 0.194 0.264 -0.190 0.103
H -0.2113 -3.7593 2.3701 -0.328 0.358 0.605 0.073
H -2.9002 -4.6654 3.2647 0.564 0.513 -0.766 0.082
H -1.9496 -5.0815 1.8336 0.316 0.019 0.177 0.061
H -2.8865 -3.6202 1.8122 0.532 -0.078 0.484 0.079
H 2.7175 -0.3460 3.9213 -0.194 -0.339 -0.064 0.064
H 2.9144 -0.1178 2.2343 -0.036 -0.165 0.117 0.041
H 4.8038 -1.1169 4.1998 0.078 -0.153 -0.460 0.068
H 5.1456 -0.5722 2.5225 -0.536 -0.637 0.490 0.078
H 4.7359 -2.2808 2.8785 0.149 -0.282 -0.165 0.035
C -3.9543 7.8590 -4.3257 -1.268 -1.882 -0.286 -0.074
C -3.9175 6.8301 -3.1453 0.725 0.116 -0.857 -0.739
O -2.9985 6.7514 -2.3645 -0.417 0.647 -0.758 0.017
S -5.3058 5.7174 -3.0633 -0.102 0.278 0.476 0.962
C -4.7680 4.9176 -1.5902 -0.693 -0.194 0.824 -0.590
C -4.6892 5.6250 -0.3511 -0.533 0.591 -1.772 -0.126
C -3.8749 5.1804 0.6445 -0.159 0.393 0.615 -0.068
C -3.0366 4.0555 0.4354 -1.299 0.550 0.332 -0.281
C -3.3599 3.2446 -0.6697 0.842 -0.930 0.467 -0.047
C -4.2291 3.6387 -1.6506 0.420 0.543 0.415 -0.127
C -1.9181 3.9261 1.2311 1.052 0.360 -0.780 -0.049
C -1.1847 2.9351 1.6636 -2.178 -1.027 -0.144 -0.135
H -3.0809 7.7298 -4.9639 0.123 0.031 0.245 0.070
H -3.9580 8.8160 -3.8635 0.004 0.982 0.130 0.054
H -4.8735 7.7106 -4.9873 1.094 0.268 1.049 0.078
H -5.1760 6.6230 -0.3689 0.321 -0.746 0.494 0.109
H -3.7327 5.7536 1.5731 -0.093 -0.165 -0.551 0.109
H -2.8125 2.2979 -0.7360 -0.300 0.235 -0.155 0.093
H -4.4300 2.9452 -2.4282 -0.108 -0.205 -0.967 0.090
```
Positions in Å, forces in eV/Å.

M: 719.1 u
net charge: -1
maximum force: 3.699 eV/Å
spin multiplicity: 1

***

[2]
A structure of composition C2H4CsO4 at a distorted geometry, computed with the ωB97M-V functional and the def2-TZVPD basis.

```
11
Properties=species:S:1:pos:R:3:forces:R:3:lowdin_charge:R:1
Cs 6.2241 -17.1094 9.3721 0.253 -1.501 -0.209 0.987
C 6.3484 -20.6885 8.9201 1.085 -2.593 -3.243 -1.063
O 5.9559 -20.0170 9.9235 -0.734 1.488 1.280 -0.319
O 7.0674 -20.1524 7.9609 -0.004 2.740 0.254 -0.269
O 6.1138 -21.9266 8.6705 -0.919 0.289 1.804 -0.185
C 3.1765 -18.7066 8.1550 -0.055 -0.822 0.233 -0.195
O 4.0032 -18.5667 7.0114 0.091 1.169 0.273 -0.153
H 2.3694 -17.9876 8.3234 0.155 0.470 -0.889 0.066
H 2.7070 -19.6856 8.0374 -0.047 -0.080 0.777 0.089
H 3.7982 -18.6427 9.0500 -0.194 -0.667 0.219 0.010
H 4.8392 -18.9643 7.3023 0.367 -0.493 -0.498 0.031
```
Positions in Å, forces in eV/Å.

M: 225.0 u
net charge: -1
maximum force: 4.292 eV/Å
spin multiplicity: 1

***

[3]
A cluster of 2 separate species, C3H10OS in total at a distorted geometry, computed with the ωB97M-V functional and the def2-TZVPD basis.

```
15
Properties=species:S:1:pos:R:3:forces:R:3:lowdin_charge:R:1
C 2.3895 -0.8511 -1.5501 -0.560 -0.994 -2.864 -0.160
O 1.7570 0.3790 -1.6415 0.540 -0.731 -5.127 -0.103
H 1.6324 0.7302 -0.8478 -0.728 2.233 5.260 -0.035
H 1.6136 -1.5981 -1.8503 0.768 -0.120 1.023 0.094
H 2.9079 -0.9788 -0.6406 0.265 -0.584 1.163 0.069
H 3.1218 -0.9209 -2.3836 -0.115 0.155 0.552 0.085
C -1.0723 1.1995 -0.3774 -0.557 -3.444 -1.403 -0.421
C -2.0799 -0.7304 1.9181 3.265 0.717 -2.037 -0.269
S -0.5257 0.0408 0.9270 -1.227 -0.915 1.339 0.695
H -2.1167 1.0769 -0.7084 0.384 -0.160 0.279 0.049
H -0.4141 0.8901 -1.2315 -0.694 0.698 0.646 0.024
H -2.7612 0.0208 2.1088 -1.250 1.391 0.870 -0.003
H -1.6797 -1.3214 2.7015 0.546 0.268 1.216 0.012
H -2.4421 -1.4483 1.2710 -1.141 -1.198 -1.636 -0.016
H -0.9292 2.1567 -0.0629 0.503 2.684 0.719 -0.020
```
Positions in Å, forces in eV/Å.

M: 94.2 u
SMILES: CSC.CO
maximum force: 5.761 eV/Å
spin multiplicity: 1

***

[4]
An isolated molecule of C22H27N3O5S at a distorted geometry, computed with the ωB97M-V functional and the def2-TZVPD basis.

```
58
Properties=species:S:1:pos:R:3:forces:R:3:lowdin_charge:R:1
O -0.4889 3.5531 5.5704 -0.235 0.124 0.117 0.063
C -0.7166 4.0301 4.4684 0.338 -0.131 -0.136 -0.387
N -0.0586 3.5886 3.3635 0.194 -0.013 -0.033 -0.040
C -0.3626 3.8523 1.9798 -0.433 -0.012 -0.416 -0.106
H -1.0870 4.6555 1.8838 0.146 -0.121 -0.043 0.114
H 0.5632 4.1484 1.4710 -0.082 0.006 -0.019 0.138
C -0.9113 2.5748 1.3164 0.043 0.426 -0.113 -0.118
N 0.0463 1.5037 1.4540 -0.157 -0.054 0.349 -0.046
C 0.7855 0.8989 0.4890 -0.219 0.279 -0.255 -0.416
O 1.6543 0.0995 0.7867 0.363 -0.254 -0.080 0.060
C 0.4432 1.2356 -0.9611 0.139 0.042 -0.125 -0.225
H 0.3142 2.3191 -1.0487 -0.036 -0.089 0.030 0.135
C 1.5751 0.8316 -1.9172 -0.037 -0.192 0.250 -0.111
C 1.6906 -0.6843 -2.0675 0.737 0.143 -0.048 -0.198
N 0.4079 -1.2294 -2.4461 -0.039 -0.770 -0.553 -0.242
S 0.4142 -2.7171 -3.1811 -0.042 0.334 0.226 0.647
O 1.4025 -2.6745 -4.2152 0.333 -0.011 0.143 -0.276
O -0.9422 -3.0139 -3.5343 -0.168 -0.100 0.280 -0.282
C 0.9577 -3.9295 -1.9093 -0.338 0.795 -0.807 -0.157
C 0.9724 -5.2434 -2.5985 0.058 -0.522 -0.073 -0.290
C -0.1773 -6.0231 -2.6488 0.082 0.016 0.060 -0.042
C -0.1846 -7.2130 -3.3537 -0.064 -0.059 0.006 -0.076
C 0.9538 -7.6335 -4.0204 -0.006 -0.026 -0.030 -0.087
C 2.0994 -6.8566 -3.9823 0.073 -0.035 -0.030 -0.076
C 2.1089 -5.6665 -3.2779 -0.044 -0.008 0.095 -0.042
H 2.9977 -5.0541 -3.2597 0.099 0.078 -0.013 0.117
H 2.9874 -7.1767 -4.5070 0.073 -0.020 -0.038 0.103
H 0.9467 -8.5618 -4.5722 0.000 -0.072 -0.042 0.101
H -1.0828 -7.8117 -3.3867 -0.072 -0.043 0.002 0.103
H -1.0692 -5.6883 -2.1409 -0.107 0.045 0.044 0.116
H 1.9410 -3.6070 -1.5819 0.082 0.042 0.111 0.106
H 0.2275 -3.8748 -1.1080 -0.023 0.028 0.139 0.107
C -0.6291 -0.9799 -1.4781 -0.648 0.061 0.213 -0.193
C -0.8562 0.5271 -1.3795 0.108 -0.130 0.077 -0.113
H -1.6587 0.7241 -0.6672 -0.044 0.020 -0.020 0.113
H -1.1583 0.8954 -2.3610 -0.066 0.018 -0.002 0.130
H -1.5262 -1.4868 -1.8355 -0.044 0.118 0.200 0.119
H -0.3529 -1.3761 -0.4884 -0.052 -0.025 -0.029 0.132
H 2.3901 -0.9391 -2.8639 0.087 0.131 0.107 0.120
H 2.0380 -1.1104 -1.1179 -0.003 0.029 -0.148 0.115
H 2.5246 1.2216 -1.5487 0.008 0.012 -0.056 0.125
H 1.3693 1.2683 -2.8955 0.019 0.031 -0.028 0.125
C 0.3548 1.2372 2.8486 0.344 -0.074 0.222 -0.101
H 1.0997 0.4420 2.8840 -0.148 0.090 0.043 0.123
C 0.8923 2.5036 3.5156 0.026 -0.349 0.277 -0.103
H 1.0458 2.3371 4.5823 0.051 0.014 -0.179 0.124
H 1.8378 2.7949 3.0467 -0.023 -0.031 0.006 0.137
H -0.5568 0.9104 3.3596 0.037 0.015 0.011 0.138
H -1.1442 2.7777 0.2744 -0.009 -0.057 0.017 0.113
H -1.8363 2.2806 1.8287 0.014 0.061 -0.088 0.138
C -1.6957 5.1269 4.3713 -0.664 0.216 1.171 -0.169
C -2.4864 5.5624 5.4068 0.539 -0.416 -0.569 0.013
C -3.2354 6.6493 4.9117 0.083 0.157 -0.538 -0.044
C -2.8487 6.8075 3.6159 -0.480 0.295 0.536 -0.101
O -1.9240 5.8970 3.2771 0.266 -0.085 -0.284 0.019
H -3.1451 7.5051 2.8572 0.031 0.039 -0.160 0.124
H -3.9571 7.2332 5.4443 -0.162 0.167 0.047 0.104
H -2.5094 5.1412 6.3900 0.068 -0.133 0.177 0.120
```
Positions in Å, forces in eV/Å.

M: 445.5 u
SMILES: O=C(c1ccco1)N1CCN(C(=O)C2CCN(S(=O)(=O)Cc3ccccc3)CC2)CC1
maximum force: 1.363 eV/Å
spin multiplicity: 1

***

[5]
A cluster of 2 separate species, C3H8F2O in total at a distorted geometry, computed with the ωB97M-V functional and the def2-TZVPD basis.

```
14
Properties=species:S:1:pos:R:3:forces:R:3:lowdin_charge:R:1
F -0.1493 0.7244 3.7187 0.675 0.504 0.549 0.051
F -1.8287 0.7026 2.4012 -2.337 1.096 -0.392 0.074
C 0.0000 0.0000 0.0000 -0.616 -0.311 1.242 -0.127
C -0.6038 0.2521 2.5434 1.670 -1.084 -1.505 -0.450
C 0.2627 0.7402 1.3107 0.071 0.082 0.776 -0.154
H -0.9987 0.1831 -0.4310 0.149 -0.045 0.349 0.092
H 0.0722 -1.0642 0.2808 -0.064 0.126 -0.701 0.094
H 0.7601 0.2129 -0.7704 -0.340 -0.130 2.808 0.014
H -0.7321 -0.8411 2.6792 0.685 0.246 -0.418 0.156
H 1.3366 0.5801 1.5268 -0.530 0.159 0.279 0.117
H 0.1048 1.8277 1.1772 0.006 -0.443 0.391 0.117
O 1.2086 -0.2212 -2.2557 0.514 1.090 -2.179 -0.090
H 0.4373 0.3310 -1.9943 0.633 -0.602 -1.517 0.031
H 1.7718 0.3788 -2.7952 -0.514 -0.688 0.318 0.077
```
Positions in Å, forces in eV/Å.

M: 98.1 u
SMILES: CCC(F)F.O
maximum force: 2.831 eV/Å
spin multiplicity: 1

***

Q: Which energy relative to the best compared isomer or geometry (same formula, charge and spin) values were calculated for the entries above? A: 0.0 0.0 42.7 44.0 21.0, in kcal per mole.
Q: Which lowest unoccupied orbital energy values were calculated for the entries above? A: 0.0649 0.0505 0.0360 0.0155 0.0248, in Ha.